Entry 1:
73
Properties=species:S:1:pos:R:3 method="wB97M-V/def2-TZVPD" homo_energy_ev="-7.6 / -7.6" gap_ev="4.20 / 4.21" multiplicity=2 s2=0.76 e_lumo_ev="-3.3570 / -3.3532" molar_mass_g_mol=907.273 energy_ha=-5173.1945
W 0.449 -0.118 0.296
As -3.471 0.746 2.451
S -0.059 -1.984 -1.588
S -0.799 -2.416 1.651
F -4.196 1.787 0.850
F -3.744 -0.743 1.387
F -2.804 -0.433 3.606
F -5.048 0.655 3.043
F -1.122 0.263 1.141
F -3.072 2.044 3.820
N 2.401 0.303 2.799
N 2.043 -1.763 0.724
N 2.063 0.365 -1.069
N -1.133 0.599 -1.411
N 1.119 0.230 2.388
N 3.179 -1.523 1.415
C 1.635 2.613 -0.438
C 4.020 -0.254 -2.334
C 1.794 3.998 -0.520
C -0.333 2.912 0.881
C -1.891 -3.902 -1.930
C -0.887 1.372 -2.471
C 3.731 2.001 -1.674
C 0.575 2.037 0.286
C -3.022 -5.127 -0.189
C -1.525 -3.309 0.393
C -4.337 1.989 -3.917
C 3.043 -3.713 1.183
C -3.209 1.503 -3.064
C 2.509 1.664 -1.105
C 2.813 -0.534 -1.755
C -1.877 1.821 -3.318
C 3.785 -2.668 1.710
C 0.880 4.831 0.091
C 1.960 -3.097 0.580
C -2.407 0.253 -1.184
C -2.428 -4.334 0.756
C -3.456 0.694 -1.960
C -2.760 -4.899 -1.546
C 4.526 1.042 -2.258
C -0.196 4.287 0.783
C 2.440 0.625 4.090
C 0.343 0.509 3.453
C 1.141 0.766 4.554
C -1.240 -3.103 -0.980
B 3.553 -0.085 1.854
H -1.685 -3.717 -2.975
H -2.612 -0.398 -0.346
H 0.148 1.642 -2.646
H -1.192 2.531 1.422
H 1.161 -3.571 0.042
H -0.930 4.932 1.246
H 3.382 0.726 4.599
H 4.570 -1.044 -2.824
H -1.607 2.426 -4.173
H 4.585 -0.095 2.446
H 5.496 1.287 -2.666
H 3.538 0.639 0.902
H 3.240 -4.768 1.231
H -0.733 0.509 3.404
H -5.092 2.459 -3.287
H -4.816 1.152 -4.427
H -4.002 2.698 -4.671
H 4.706 -2.687 2.266
H 2.407 -1.534 -1.838
H 2.615 4.425 -1.079
H -3.698 -5.914 0.114
H -4.460 0.415 -1.674
H 4.071 3.024 -1.614
H 0.989 5.904 0.022
H -2.645 -4.463 1.807
H 0.821 1.022 5.545
H -3.244 -5.503 -2.301

***

Entry 2:
18
Properties=species:S:1:pos:R:3 method="wB97M-V/def2-TZVPD" homo_energy_ev=-3.3 total_charge=-1 gap_ev=7.13 multiplicity=1 e_lumo_ev=3.7774 molar_mass_g_mol=103.145 energy_ha=-343.6252
O -2.295 -3.176 1.584
N -0.979 -2.285 0.025
N -1.096 -2.865 1.177
C 0.606 2.110 0.346
C 1.052 -0.144 -0.418
C 0.460 0.865 0.572
C 0.018 0.307 1.790
H -0.719 -0.486 1.559
H 2.031 -0.408 0.048
H -1.914 -2.239 -0.433
H -0.447 1.051 2.405
H 1.360 0.419 -1.402
H 0.306 2.948 0.970
H -0.653 1.439 -4.558
H 0.035 1.062 -4.854
H 0.963 2.381 -0.572
H 0.431 -1.044 -0.602
H 0.842 0.065 2.365

***

Entry 3:
20
Properties=species:S:1:pos:R:3 method="wB97M-V/def2-TZVPD" homo_energy_ev=-15.3 total_charge=+1 gap_ev=11.85 multiplicity=1 e_lumo_ev=-3.4510 molar_mass_g_mol=118.156 smiles="CCC[C@@H]([NH3+])C(=O)O" energy_ha=-402.7087
O -1.366 -2.745 -0.323
O 0.884 -2.804 -0.412
N -1.508 -0.336 0.596
C 0.247 2.416 -0.755
C 0.830 -0.035 -0.104
C -0.287 -2.284 -0.096
C -0.100 -0.940 0.649
C 0.806 1.442 0.276
H 0.854 -3.689 -0.803
H 1.772 1.798 0.536
H 1.053 2.772 -1.386
H 0.833 -0.176 -1.184
H 0.295 1.584 1.236
H -2.243 -1.051 0.594
H -0.517 1.975 -1.403
H 1.836 -0.426 0.008
H -1.637 0.185 1.461
H 0.060 -1.183 1.693
H -1.573 0.211 -0.260
H -0.238 3.285 -0.324

***

Entry 4:
4
Properties=species:S:1:pos:R:3 method="wB97M-V/def2-TZVPD" homo_energy_ev="-9.6 / -9.6" gap_ev="7.80 / 7.80" multiplicity=1 e_lumo_ev="-1.8466 / -1.8494" molar_mass_g_mol=68.072 smiles="O=S.F" energy_ha=-573.8206
S 3.543 0.087 -0.031
F -1.154 -0.083 -0.036
O 2.238 -0.487 0.100
H -0.218 -0.332 0.060

***

Entry 5:
10
Properties=species:S:1:pos:R:3 method="wB97M-V/def2-TZVPD" homo_energy_ev="-8.4 / -8.5" gap_ev="6.85 / 7.24" multiplicity=1 e_lumo_ev="-1.5076 / -1.2441" molar_mass_g_mol=153.044 energy_ha=-3089.3940
Br 2.701 -0.402 -1.470
S 0.960 0.759 0.146
C -1.166 0.345 -1.651
C -0.642 0.063 -0.454
C 1.199 0.370 1.745
H -0.735 1.077 -2.289
H 0.509 -0.355 2.112
H -1.825 -0.389 -2.030
H -1.163 -0.660 0.124
H 2.186 0.528 1.995

***

Entry 6:
64
Properties=species:S:1:pos:R:3 method="wB97M-V/def2-TZVPD" homo_energy_ev=-9.5 gap_ev=8.24 multiplicity=1 e_lumo_ev=-1.2338 molar_mass_g_mol=558.546 smiles="O=C1c2ccccc2C(=O)c2ccccc21.O=C1c2ccccc2C(=O)c2ccccc21.NCC1=C(N)C(=O)OC1=O" energy_ha=-1906.7875
O 1.043 0.763 2.499
O 4.184 0.280 6.790
O 5.607 2.006 -0.785
O 1.911 4.532 -0.455
O -2.408 -0.097 -3.245
O 4.128 3.816 -0.202
O -6.144 -3.883 -3.705
N 4.079 1.705 -3.722
N 0.948 0.582 -1.398
C 2.871 -2.024 5.907
C 2.294 3.083 3.432
C -3.402 -2.011 -2.316
C 1.028 1.858 -2.284
C 3.701 4.091 5.119
C -2.644 -3.008 -0.242
C -4.243 -0.920 -4.457
C 3.439 0.396 5.824
C -5.075 0.146 -6.466
C -3.646 -3.974 -0.341
C 3.828 2.325 -2.410
C 1.742 0.658 3.500
C -5.201 -1.924 -4.592
C 1.885 -0.646 4.179
C 4.708 2.875 -1.171
C -5.305 -2.999 -3.585
C 1.178 -1.757 3.703
C 1.318 -2.997 4.331
C 3.867 2.844 5.725
C 2.721 -0.777 5.287
C -6.083 -1.906 -5.681
C -4.516 -3.969 -1.433
C -4.390 -2.988 -2.426
C 2.445 1.835 4.049
C 2.170 -3.131 5.427
C -3.285 -0.948 -3.334
C 2.452 2.479 -1.767
C 2.923 4.208 3.968
C -2.520 -2.027 -1.226
C -6.017 -0.872 -6.615
C 2.732 3.524 -0.592
C -4.184 0.120 -5.392
C 3.243 1.713 5.186
H -6.825 -2.694 -5.801
H 0.698 0.932 -0.441
H 0.764 -3.858 3.963
H -6.705 -0.857 -7.458
H 1.683 3.184 2.536
H 0.073 2.483 -2.055
H 3.812 0.712 -3.881
H -5.032 0.959 -7.188
H -1.962 -3.016 0.605
H 2.285 -4.098 5.912
H 1.041 1.388 -3.347
H 4.481 2.759 6.621
H -3.748 -4.733 0.432
H 1.938 0.280 -1.274
H -3.448 0.915 -5.285
H 2.801 5.177 3.490
H 3.531 -2.136 6.766
H -1.739 -1.273 -1.140
H 3.569 2.313 -4.426
H 4.181 4.969 5.544
H 0.513 -1.662 2.846
H -5.293 -4.728 -1.505

***

Entry 7:
8
Properties=species:S:1:pos:R:3 method="wB97M-V/def2-TZVPD" homo_energy_ev=-9.0 gap_ev=7.46 multiplicity=1 e_lumo_ev=-1.5791 molar_mass_g_mol=256.010 smiles="S=[P@H](I)PS" energy_ha=-1778.5654
I 2.771 0.201 -0.315
S -0.859 1.789 1.394
S 0.174 -2.608 0.670
P -0.412 1.411 -0.617
P 0.522 -0.879 -0.323
H -1.141 0.519 1.764
H -1.646 0.739 -0.887
H 0.591 -1.173 -1.686

***

Entry 8:
21
Properties=species:S:1:pos:R:3 method="wB97M-V/def2-TZVPD" homo_energy_ev=-7.7 gap_ev=8.64 multiplicity=1 e_lumo_ev=0.9606 molar_mass_g_mol=102.181 smiles="C=CNC.CCN" energy_ha=-308.3629
N -0.874 0.997 -0.733
N 1.267 0.053 1.073
C 1.866 -0.920 0.268
C 1.240 -1.832 -0.506
C -2.804 -0.624 -0.645
C 2.164 1.100 1.563
C -2.412 0.844 -0.822
H 0.423 0.478 0.659
H -2.287 -1.298 -1.353
H 2.773 0.690 2.447
H -2.793 1.197 -1.796
H -2.580 -1.042 0.373
H -0.724 1.930 -1.093
H -2.720 1.432 0.039
H 0.174 -1.854 -0.632
H 2.974 -0.992 0.388
H 1.495 1.910 2.030
H 2.780 1.567 0.829
H -0.532 0.429 -1.520
H 1.823 -2.555 -1.039
H -3.884 -0.647 -0.854

***

Entry 9:
12
Properties=species:S:1:pos:R:3 method="wB97M-V/def2-TZVPD" homo_energy_ev=-15.5 total_charge=+1 gap_ev=8.60 multiplicity=1 e_lumo_ev=-6.8807 molar_mass_g_mol=80.110 energy_ha=-248.3498
N 1.480 -0.344 -0.045
C 1.293 -1.746 -0.319
C -1.153 -0.864 0.563
C -1.085 -0.126 -0.688
C 2.218 0.655 0.068
C 0.148 -0.836 -0.181
H 3.160 0.414 -0.305
H -1.074 -0.486 1.490
H 1.896 1.609 0.103
H -1.756 -1.712 0.575
H -1.431 -0.619 -1.496
H -1.049 0.982 -0.740

***

Entry 10:
27
Properties=species:S:1:pos:R:3 method="wB97M-V/def2-TZVPD" homo_energy_ev=-2.2 total_charge=-1 gap_ev=5.44 multiplicity=1 e_lumo_ev=3.2569 molar_mass_g_mol=226.277 energy_ha=-1066.8793
S -3.851 -1.121 -0.822
O 1.126 2.493 -0.312
O -0.799 1.444 -0.302
O -1.174 -0.578 -1.500
N -3.522 0.781 0.989
C -1.540 0.226 -0.395
C 3.419 -0.492 0.762
C -4.786 0.304 1.109
C -5.122 -0.759 0.334
C 0.570 1.421 -0.185
C 1.920 -0.454 -1.093
C 3.406 -0.356 -0.774
C -2.895 0.143 -0.003
C 1.205 0.161 0.073
C 2.205 0.362 1.173
H 2.484 1.538 1.117
H 3.260 -1.567 1.168
H -5.461 0.697 1.929
H 3.710 0.689 -0.952
H 2.021 0.251 2.222
H 4.469 -0.369 1.062
H 1.602 -1.502 -1.171
H 0.340 -0.420 0.518
H 1.535 0.127 -1.911
H 3.932 -1.203 -1.206
H -1.900 -0.632 -2.128
H -6.152 -1.182 0.295

***

Entry 11:
13
Properties=species:S:1:pos:R:3 method="wB97M-V/def2-TZVPD" homo_energy_ev="-9.3 / -7.3" gap_ev="9.36 / 7.25" multiplicity=1 e_lumo_ev="0.0764 / -0.0697" molar_mass_g_mol=85.110 energy_ha=-282.6172
N 2.489 1.613 0.068
N -0.286 -0.298 -0.887
N -0.569 1.587 1.341
C 0.424 -1.530 -0.491
C 0.238 0.913 -0.781
C 1.433 1.249 -0.230
H -0.919 2.489 1.094
H -1.258 -0.207 -1.097
H -0.607 1.638 -0.951
H 0.207 1.727 1.912
H -0.153 -2.416 -0.044
H 0.693 -2.061 -1.473
H 1.252 -1.365 0.096

***

Entry 12:
86
Properties=species:S:1:pos:R:3 method="wB97M-V/def2-TZVPD" homo_energy_ev=-10.5 gap_ev=10.77 multiplicity=1 e_lumo_ev=0.2628 molar_mass_g_mol=1598.760 energy_ha=-17567.3277
Cl -4.654 -2.944 0.579
Cl 0.534 -7.513 -0.041
Cl 7.537 2.858 7.665
Cl 3.978 -12.430 -11.421
Cl 3.571 -11.914 -8.582
Cl -4.008 5.785 2.144
Cl 0.447 0.513 -3.787
Cl -3.717 8.401 3.367
Cl 4.689 -14.448 -9.461
Cl 1.751 -10.487 -5.837
Cl -7.964 1.489 -0.696
Cl -2.467 -1.083 1.016
Cl 3.819 -1.958 1.073
Cl -5.264 0.838 -1.549
Cl 5.855 2.142 9.921
Cl 3.187 -8.603 -7.518
Cl -5.151 -0.415 1.920
Cl -8.787 11.164 2.838
Cl -5.955 8.469 -1.110
Cl 1.661 -3.868 0.702
Cl -1.103 -5.525 -1.383
Cl 2.195 -7.863 -11.966
Cl -1.035 -1.409 -2.194
Cl 1.020 -6.875 -2.833
Cl -2.151 7.714 1.018
Cl -2.364 0.975 -3.210
Cl 5.546 4.733 8.645
Cl 0.725 -10.280 -12.631
Cl 1.364 -9.679 -9.860
Cl -4.838 6.368 -2.776
Cl -7.429 -1.036 -2.027
Cl -6.731 9.336 1.903
Cl -8.371 8.629 4.195
Cl -4.340 9.156 -3.426
Cl 0.399 -8.124 -6.851
Cl 1.141 -1.333 2.013
O 3.374 2.746 6.579
N 0.838 1.999 -0.047
N -0.911 4.140 4.381
C 2.090 -2.160 0.771
C 4.587 -12.715 -9.785
C -0.844 0.302 -2.602
C 4.300 2.985 4.329
C -0.578 3.196 3.868
C -2.891 7.101 2.504
C 2.642 1.549 2.906
C 1.935 -8.787 -6.286
C 0.053 0.858 4.371
C 3.153 3.390 5.302
C -4.590 7.990 -2.122
C 1.114 2.151 1.028
C 6.688 3.458 9.092
C -0.010 1.923 3.241
C -6.986 0.669 -1.915
C 1.904 -9.552 -11.534
C -7.595 9.950 3.315
C 1.340 2.330 2.534
C -0.207 -7.034 -1.571
C -4.194 -1.242 0.688
C 3.843 2.593 2.896
H 3.629 3.455 2.237
H 7.419 3.881 9.771
H 2.142 3.071 4.986
H 4.888 2.182 4.817
H 3.835 3.408 7.113
H -2.103 6.714 3.142
H 5.005 3.842 4.238
H 4.703 2.068 2.426
H -7.175 1.135 -2.875
H 3.091 4.487 5.469
H 1.489 3.418 2.660
H 1.856 -1.711 -0.189
H -6.876 10.422 3.975
H -0.751 1.603 2.484
H -0.857 0.996 4.993
H -0.568 0.840 -1.700
H -0.904 -7.809 -1.869
H -3.699 7.974 -1.504
H 2.669 1.098 3.908
H 0.012 -0.179 4.006
H 2.875 0.852 2.087
H -4.386 -0.768 -0.271
H 2.240 -8.234 -5.405
H 2.836 -10.093 -11.631
H 0.895 1.026 5.069
H 5.585 -12.298 -9.718

***

Entry 13:
51
Properties=species:S:1:pos:R:3 method="wB97M-V/def2-TZVPD" homo_energy_ev=-8.0 gap_ev=8.75 multiplicity=1 e_lumo_ev=0.7469 molar_mass_g_mol=297.512 smiles="CC(C)NC(=S)NN=C1CCCCCCCCCCC1" energy_ha=-1190.7149
S -1.638 -3.633 -0.555
N 0.331 -2.407 0.757
N -0.879 -0.080 0.735
N -1.458 -1.131 0.124
C -0.139 1.936 -2.093
C 1.039 -4.040 2.424
C -2.570 1.456 -1.576
C 0.911 2.933 -2.591
C -2.612 1.518 -0.037
C -1.347 1.101 0.677
C -0.639 2.161 1.476
C -1.577 2.430 -2.213
C 2.209 2.799 -1.789
C 1.113 -3.603 0.961
C 1.838 1.404 1.162
C 2.102 3.458 -0.403
C 2.553 -3.343 0.529
C -0.864 -2.359 0.159
C 0.678 1.718 2.117
C 2.679 2.614 0.736
H 2.444 1.738 -1.683
H -1.323 2.463 2.278
H 0.462 0.823 2.704
H -2.863 2.538 0.262
H -3.426 0.868 0.305
H -2.361 -1.074 -0.337
H 0.640 -1.543 1.185
H 0.057 1.723 -1.046
H 1.110 2.763 -3.651
H 2.827 3.256 1.609
H 2.633 4.412 -0.423
H 2.584 -3.025 -0.510
H 1.600 -4.959 2.569
H 1.463 0.876 0.287
H 3.029 3.255 -2.345
H 1.060 3.686 -0.188
H 2.999 -2.566 1.146
H 0.666 -4.376 0.327
H -1.832 2.554 -3.268
H -1.673 3.409 -1.736
H 1.455 -3.270 3.072
H 0.536 3.954 -2.493
H -0.036 0.994 -2.638
H 3.143 -4.249 0.632
H -3.576 1.691 -1.934
H 3.666 2.260 0.428
H -2.330 0.446 -1.913
H -0.495 3.043 0.849
H 0.005 -4.217 2.709
H 0.998 2.498 2.812
H 2.509 0.718 1.687

***

Entry 14:
22
Properties=species:S:1:pos:R:3 method="wB97M-V/def2-TZVPD" homo_energy_ev=-14.8 total_charge=+1 gap_ev=11.34 multiplicity=1 e_lumo_ev=-3.4552 molar_mass_g_mol=149.095 energy_ha=-697.2299
Na -0.712 0.039 -0.335
O -2.390 1.443 0.368
O -0.502 0.475 2.670
O 0.790 -0.978 -1.739
O 1.555 1.543 -2.637
O 1.012 1.523 0.108
O 0.884 -1.453 1.249
O -1.997 -1.753 -0.017
H -1.953 2.193 0.711
H 1.407 -2.142 0.794
H 1.317 -1.753 -1.519
H 1.870 1.060 -3.430
H 1.814 1.570 0.580
H 0.922 -0.879 -2.689
H 1.154 2.182 -0.550
H 0.213 -0.044 2.312
H 1.575 0.823 -2.003
H -1.837 -2.719 -0.187
H -0.058 1.334 2.651
H -2.791 -1.736 0.472
H 0.585 -1.880 2.037
H -2.861 1.142 1.164

***

Entry 15:
17
Properties=species:S:1:pos:R:3 method="wB97M-V/def2-TZVPD" homo_energy_ev=-9.4 gap_ev=9.67 multiplicity=1 e_lumo_ev=0.2714 molar_mass_g_mol=111.148 energy_ha=-360.0554
N 1.031 -0.941 1.822
N 0.964 1.486 2.435
N 0.890 1.490 -0.425
C -0.013 0.643 -0.013
C -0.338 -0.769 -0.604
C 0.483 -1.235 -1.577
C -1.813 -1.030 -0.817
C 0.932 0.259 1.913
H 0.129 -1.853 -2.390
H -2.502 -0.277 -0.437
H -0.972 1.056 0.327
H 1.458 -0.814 -1.772
H 1.457 1.782 3.262
H 1.493 1.107 -1.152
H -2.116 -1.090 -1.863
H 1.036 2.173 1.683
H -2.118 -1.986 -0.391

***

Entry 16:
7
Properties=species:S:1:pos:R:3 method="wB97M-V/def2-TZVPD" homo_energy_ev="-17.6 / -21.1" total_charge=+2 gap_ev="6.77 / 9.07" multiplicity=9 s2=20.41 e_lumo_ev="-10.8326 / -11.9944" molar_mass_g_mol=233.276 energy_ha=-1091.9919
Gd 2.452 -1.041 0.248
F -0.689 2.275 -0.233
O -2.228 -0.565 0.154
O 0.905 0.715 -0.083
C -1.330 0.102 -0.094
C -0.285 1.025 -0.171
H 1.175 -2.512 0.179

***

Entry 17:
9
Properties=species:S:1:pos:R:3 method="wB97M-V/def2-TZVPD" homo_energy_ev=-9.8 gap_ev=10.58 multiplicity=1 e_lumo_ev=0.7335 molar_mass_g_mol=42.878 energy_ha=-121.2292
N -0.097 0.547 -0.251
C 0.028 -0.875 -0.510
B -0.358 1.135 0.965
H -0.802 -1.379 -1.197
H -0.463 0.388 1.946
H 1.284 -1.479 -1.218
H -0.143 -1.446 0.432
H -0.805 2.197 0.837
H 0.117 1.242 -1.067